# 1
DFT (the ωB97M-V functional and the def2-TZVPD basis) results for C5H8O in the gas phase.

Values from the calculation:
E in eV: -7360.108

Structure (ORCA input):
```
! RIJCOSX wB97M-V def2-TZVPD def2/J DEFGRID3
* xyz 0 1
C -1.9739 1.3305 -0.0892
C -1.2047 0.0214 0.0768
C 0.1921 0.2176 0.6122
C 1.2526 -0.2994 0.0521
C 2.2492 -0.9154 -0.5291
O 2.5150 -2.2517 -0.2754
H -2.0374 1.8720 0.8621
H -2.9945 1.1377 -0.4359
H -1.4825 1.9838 -0.8178
H -1.1454 -0.5169 -0.8753
H -1.7445 -0.6307 0.7772
H 0.2979 0.7950 1.5322
H 2.8722 -0.4384 -1.2864
H 3.2039 -2.3055 0.3966
*
```


# 2
DFT (the ωB97M-V functional and the def2-TZVPD basis) results for a molecular structure, C5H8O.

Values from the calculation:
E in eV: -7356.710

Structure (ORCA input):
```
! RIJCOSX wB97M-V def2-TZVPD def2/J DEFGRID3
* xyz 0 1
C -1.8985 -0.8272 -0.1174
C -1.0413 0.4000 -0.0011
C -0.4001 1.0394 0.9737
C 0.5016 0.9958 -0.2144
C 1.7627 0.1656 -0.0556
O 1.6042 -0.8299 0.9115
H -1.2694 -1.7154 -0.2298
H -2.4599 -0.9235 0.8151
H -2.5982 -0.7775 -0.9556
H -0.4610 0.4849 -1.0934
H 0.5740 1.8649 -0.8715
H 2.0547 -0.3207 -0.9912
H 2.5599 0.8823 0.2055
H 1.0712 -0.4389 1.6242
*
```


# 3
DFT (the ωB97M-V functional and the def2-TZVPD basis) results for 2 unconnected molecules or ions with the total composition C5H8O.

Values from the calculation:
E in eV: -7359.445

Structure (ORCA input):
```
! RIJCOSX wB97M-V def2-TZVPD def2/J DEFGRID3
* xyz 0 1
C -0.2756 -1.3674 1.1264
C -1.1955 -1.0591 0.2105
C -0.7695 0.1449 -0.5652
O -0.5628 1.3351 0.2093
C 0.5597 0.5078 -0.0583
C 0.9018 -0.4149 1.0982
H -0.3465 -2.1844 1.8378
H -2.1134 -1.6026 0.0155
H -1.1270 0.3310 -1.5752
H 1.3395 0.9230 -0.6908
H 1.8617 -0.9248 0.9577
H 0.9683 0.1647 2.0277
H 0.4375 2.2843 -1.9973
H 0.3218 1.8624 -2.5964
*
```


Q: Which value of E does entry 1 give?
A: -7360.108 eV


Q: Look up the E of the second one.
A: -7356.710 eV